The following is a DFT calculation (ωB97M-V with the def2-TZVPD basis set) of a 3-piece molecular cluster, C19H37INO9S2 overall.

Last columns: bonded neighbours and bond lengths (Å).
CARTESIAN COORDINATES (ANGSTROEM)
1 H -5.5732 3.6272 -2.1747  C20 1.095
2 H -1.3212 -2.1818 1.2153  C57 1.146
3 H 3.7039 -1.4797 2.1086  C5 1.155
4 H -5.3135 3.8160 0.1576  C65 1.090
5 C 2.7120 -1.3884 1.5237  H3 1.155, C27 1.622, H35 1.133, H63 1.138
6 H 5.6792 4.5052 2.0480  C23 1.092
7 H 6.8963 3.2783 2.3981  C23 1.095
8 H 5.5966 3.0168 4.3446  C69 1.090
9 H -2.8044 -2.3790 2.6935  O51 0.985
10 H -7.0017 3.3351 0.4886  C65 1.091
11 O 0.5642 -5.7390 -0.2451  C16 1.472, H47 0.982
12 H -6.2567 -0.0873 -1.6272  C39 1.090
13 H -2.5548 -3.0432 0.1071  C57 1.149
14 C 0.9548 -0.7288 -1.4756  C24 1.604, N26 1.494, C55 1.633, C67 1.626
15 H 3.0095 -2.5275 -0.4006  C27 1.137
16 C 1.2044 -4.7483 -1.1250  O11 1.472, C22 1.617, H34 1.156, H53 1.137
17 H -0.6874 -3.4422 -0.9941  C22 1.154
18 H 0.0623 -2.3372 -2.8770  C67 1.151
19 C -6.9190 1.9418 -2.1379  C20 1.530, H33 1.095, C39 1.523, H48 1.092
20 C -6.4655 3.3104 -1.6255  H1 1.095, C19 1.530, H56 1.092, C65 1.530
21 C -2.6834 -0.8049 -0.0348  H25 1.155, H31 1.147, C44 1.632, C57 1.603
22 C 0.4586 -3.3276 -0.9245  C16 1.617, H17 1.154, H37 1.155, C67 1.625
23 C 5.8283 3.4361 2.2151  H6 1.092, H7 1.095, C38 1.531, C69 1.530
24 C 2.4230 -0.3476 -0.9530  C14 1.604, C27 1.599, H61 1.148, I64 2.220
25 H -3.5865 -0.9768 -0.7339  C21 1.155
26 N -0.1199 -0.6121 -0.4451  C14 1.494, O36 1.377, C44 1.486
27 C 3.1307 -1.4550 -0.0415  C5 1.622, H15 1.137, C24 1.599, H30 1.155
28 H 4.0846 3.4978 3.5242  C69 1.091
29 O 3.1951 1.1187 2.9428  S52 1.442
30 H 4.2635 -1.2353 -0.0896  C27 1.155
31 H -2.9549 0.0264 0.7080  C21 1.147
32 O -6.5944 0.7932 0.9266  S40 1.445
33 H -7.9139 1.7107 -1.7431  C19 1.095
34 H 2.2573 -4.5995 -0.6714  C16 1.156
35 H 2.3035 -0.3549 1.7462  C5 1.133
36 O 0.1817 0.3090 0.5323  N26 1.377, H58 0.989
37 H 0.7630 -2.9777 0.1328  C22 1.155
38 C 5.3914 2.6072 1.0045  C23 1.531, H41 1.095, H50 1.092, C60 1.523
39 C -5.9011 0.9423 -1.6040  H12 1.090, C19 1.523, S40 1.784, H49 1.092
40 S -5.6245 1.4529 0.0831  O32 1.445, C39 1.784, O45 1.444, C65 1.790
41 H 4.3868 2.9103 0.6925  C38 1.095
42 O 5.3764 0.3906 3.9981  S52 1.446
43 H 6.3904 0.7738 1.5992  C60 1.092
44 C -1.4644 -0.3918 -1.0375  C21 1.632, N26 1.486, H46 1.150, H54 1.157
45 O -4.2070 1.4076 0.3572  S40 1.444
46 H -1.6508 -1.0021 -1.9942  C44 1.150
47 H 0.0349 -5.2255 0.4030  O11 0.982
48 H -6.9735 1.9147 -3.2280  C19 1.092
49 H -4.9513 1.0247 -2.1375  C39 1.092
50 H 6.0639 2.7436 0.1555  C38 1.092
51 O -3.3710 -2.2878 1.8924  H9 0.985, C57 1.476
52 S 4.6248 1.2337 3.0944  O29 1.442, O42 1.446, C60 1.784, C69 1.790
53 H 1.2472 -5.0935 -2.2072  C16 1.137
54 H -1.6022 0.7411 -1.2273  C44 1.157
55 C 0.6457 0.2811 -2.7209  C14 1.633, O62 1.371, O68 1.287
56 H -7.2321 4.0735 -1.7781  C20 1.092
57 C -2.3889 -2.1419 0.7997  H2 1.146, H13 1.149, C21 1.603, O51 1.476
58 H -0.3754 0.0650 1.3124  O36 0.989
59 H 4.7986 0.5019 0.8293  C60 1.089
60 C 5.3757 1.1598 1.4782  C38 1.523, H43 1.092, S52 1.784, H59 1.089
61 H 2.4854 0.6931 -0.4732  C24 1.148
62 O 0.4716 -0.1421 -4.0137  C55 1.371
63 H 2.0302 -2.2476 1.8268  C5 1.138
64 I 3.6826 -0.1754 -2.7731  C24 2.220
65 C -6.1284 3.1559 -0.1410  H4 1.090, H10 1.091, C20 1.530, S40 1.790
66 H 1.8514 -2.5680 -2.5457  C67 1.142
67 C 0.8693 -2.2426 -2.0619  C14 1.626, H18 1.151, C22 1.625, H66 1.142
68 O 0.6003 1.5481 -2.4971  C55 1.287
69 C 5.0216 2.9482 3.4206  H8 1.090, C23 1.530, H28 1.091, S52 1.790

## Properties
Kohn-Sham gap   6.4 eV
Molecular weight   614.54 g/mol
Net charge   -1